DFT (the ωB97M-V functional and the def2-TZVPD basis) results for a 3-piece molecular cluster, C27H43N5O6S overall.

Element x y z (Å)
C (2.3024, 2.7543, 2.6386)
C (1.9866, 4.2300, 2.3886)
C (2.3732, 4.6931, 0.9839)
C (1.6603, 3.9398, -0.1061)
C (2.3586, 3.1743, -1.0292)
C (1.7494, 2.4414, -2.0503)
C (2.5922, 1.6648, -3.0213)
C (2.9683, 0.2664, -2.5390)
N (3.8541, 0.3399, -1.3840)
N (1.7888, -0.4958, -2.1613)
N (3.5992, -0.4064, -3.7178)
C (0.3648, 2.4434, -2.1459)
N (-0.2781, 1.7312, -3.1875)
C (-0.9467, 0.7391, -3.0575)
S (-1.7987, -0.5568, -2.8917)
C (-0.3546, 3.2042, -1.2455)
C (0.2809, 3.9455, -0.2626)
C (-0.7806, 4.6829, 0.4719)
O (-0.6435, 5.6812, 1.1266)
N (-2.0390, 4.0704, 0.1621)
C (-2.6327, 3.2320, 1.2439)
C (-2.8080, 4.0394, 2.5286)
C (-3.9768, 2.6186, 0.7974)
C (-4.0509, 1.0804, 0.8980)
C (-4.5547, 0.4633, -0.4106)
C (-1.8251, 3.4183, -1.0992)
O (-2.6826, 3.1771, -1.9060)
H (1.6489, 2.1175, 2.0395)
H (3.3451, 2.5206, 2.4262)
H (2.0849, 2.5067, 3.6790)
H (0.9308, 4.4055, 2.5948)
H (2.5368, 4.8330, 3.1159)
H (2.1237, 5.7516, 0.8830)
H (3.4483, 4.5572, 0.8591)
H (3.4377, 3.1483, -0.9420)
H (3.4999, 2.2261, -3.2570)
H (2.0521, 1.5590, -3.9620)
H (4.2748, -0.5774, -1.2599)
H (4.6168, 0.9631, -1.6294)
H (2.1083, -1.3414, -1.6966)
H (1.3550, -0.8159, -3.0232)
H (3.7871, -1.3668, -3.4384)
H (4.5201, -0.0044, -3.8745)
H (-1.9299, 2.4213, 1.4777)
H (-1.9798, 4.7133, 2.7297)
H (-3.7213, 4.6327, 2.5040)
H (-2.8747, 3.3397, 3.3637)
H (-4.2281, 2.9564, -0.2046)
H (-4.7316, 3.0265, 1.4707)
H (-4.7410, 0.8092, 1.6970)
H (-3.0847, 0.6468, 1.1587)
H (-5.5807, 0.7948, -0.5871)
H (-3.9492, 0.7990, -1.2514)
H (-4.5523, -0.6258, -0.3468)
O (-3.0042, -1.4534, 2.9897)
C (-3.7122, -2.3201, 2.5609)
O (-5.0007, -2.0188, 2.2930)
C (-5.8882, -2.9186, 1.6244)
C (-6.5278, -3.9081, 2.5759)
C (-3.2201, -3.7374, 2.3759)
H (-5.3795, -3.4133, 0.7954)
H (-6.6497, -2.2754, 1.1865)
H (-5.7858, -4.5530, 3.0468)
H (-7.2420, -4.5368, 2.0436)
H (-7.0538, -3.3769, 3.3688)
H (-3.2720, -4.2467, 3.3375)
H (-2.1805, -3.6894, 2.0624)
H (-3.7715, -4.3142, 1.6383)
O (4.4984, -2.5130, -1.2047)
C (4.7670, -3.6885, -1.2060)
O (4.2354, -4.4508, -2.1692)
C (4.5933, -5.8261, -2.3662)
C (3.8033, -6.7549, -1.4700)
C (5.6116, -4.3070, -0.1221)
H (5.6701, -5.9581, -2.2550)
H (4.3573, -6.0200, -3.4104)
H (4.0030, -6.5666, -0.4151)
H (4.0566, -7.7922, -1.6881)
H (2.7353, -6.6146, -1.6341)
H (4.9723, -4.5028, 0.7380)
H (6.3701, -3.5845, 0.1671)
H (6.1102, -5.2273, -0.4129)

Atoms 1-3, force components in eV/Å:
-0.4 0.2 0.1
0.3 -0.3 0.3
-0.4 0.1 0.0

gap between HOMO and LUMO = 8.89 eV
E = -59268.236 eV
SMILES string = CCCc1cc(CC(N)(N)N)c(N=C=S)c2c1C(=O)N([C@@H](C)CCC)C2=O.CCOC(C)=O.CCOC(C)=O
multiplicity = 1
HOMO level = -8.61 eV